1.
{
  "formula": "C25H38BrO8P2S4SbSeTc",
  "method": "the ωB97M-V functional and the def2-TZVPD basis",
  "elements": ["Tc", "C", "C", "C", "C", "C", "C", "C", "Br", "C", "O", "C", "C", "C", "C", "C", "C", "H", "H", "H", "H", "H", "H", "H", "H", "H", "H", "H", "H", "H", "H", "H", "H", "H", "H", "H", "H", "C", "C", "O", "P", "O", "O", "O", "P", "O", "O", "O", "H", "H", "H", "H", "H", "H", "H", "S", "Sb", "S", "S", "S", "C", "C", "C", "C", "C", "C", "Se", "C", "C", "C", "H", "H", "H", "H", "H", "H", "H", "H", "H", "H", "H"],
  "coordinates": [[-0.038, -0.386, -0.826], [-5.419, 1.121, 4.890], [-4.506, -0.113, 4.858], [-3.590, -0.071, 6.079], [-5.363, -1.385, 4.928], [-3.716, -0.116, 3.550], [-2.331, -0.085, 3.517], [-1.695, -0.081, 2.290], [0.187, -0.008, 2.225], [-2.383, -0.102, 1.092], [-1.670, -0.127, -0.074], [-3.785, -0.103, 1.087], [-4.399, -0.125, 2.331], [-4.597, -0.018, -0.208], [-4.323, 1.355, -0.839], [-6.099, -0.116, 0.057], [-4.215, -1.157, -1.164], [-5.963, 1.154, 5.836], [-6.155, 1.104, 4.085], [-4.837, 2.041, 4.799], [-4.199, -0.078, 6.984], [-2.980, 0.834, 6.099], [-2.930, -0.940, 6.123], [-5.935, -1.397, 5.858], [-4.738, -2.279, 4.902], [-6.071, -1.442, 4.100], [-1.741, -0.075, 4.421], [-5.479, -0.139, 2.357], [-4.631, 2.149, -0.155], [-4.893, 1.465, -1.765], [-3.269, 1.497, -1.067], [-6.461, 0.706, 0.677], [-6.369, -1.062, 0.531], [-6.627, -0.062, -0.897], [-3.161, -1.138, -1.436], [-4.803, -1.078, -2.082], [-4.427, -2.127, -0.711], [2.624, -2.934, 1.648], [2.454, -3.226, 0.160], [3.320, -4.266, -0.301], [2.960, -1.803, -0.826], [4.356, -1.267, -0.351], [3.192, -2.282, -2.290], [1.954, -0.665, -0.785], [0.685, -3.666, -0.194], [0.749, -4.018, -1.760], [0.322, -4.842, 0.607], [-0.046, -2.334, -0.019], [3.678, -2.787, 1.886], [2.246, -3.783, 2.218], [2.048, -2.059, 1.948], [3.019, -5.101, 0.084], [4.359, -0.652, 0.394], [3.489, -3.207, -2.346], [0.347, -4.884, -1.921], [1.058, 4.593, -3.314], [0.881, 4.989, -0.977], [0.304, 1.615, -1.694], [1.146, 2.679, -0.155], [-0.909, 4.675, -2.504], [0.020, 1.856, -8.124], [-0.104, 1.127, -6.815], [0.700, 0.038, -6.525], [0.585, -0.676, -5.335], [1.531, -1.838, -5.134], [-0.388, -0.262, -4.417], [-0.564, -1.348, -2.853], [-1.243, 0.817, -4.689], [-2.372, 1.212, -3.779], [-1.070, 1.498, -5.883], [1.019, 1.751, -8.544], [-0.200, 2.917, -8.007], [-0.689, 1.452, -8.849], [1.453, -0.274, -7.242], [1.431, -2.542, -5.961], [1.377, -2.385, -4.207], [2.561, -1.477, -5.132], [-2.026, 1.730, -2.885], [-2.938, 0.337, -3.453], [-3.055, 1.885, -4.297], [-1.721, 2.338, -6.100]],
  "total_charge": 1,
  "homo_lumo_gap_ha": 0.216,
  "relative_energy_kj_mol": 55.9,
  "homo_ev": -10.8
}



2.
{
  "formula": "C2H2F2LiOPt",
  "method": "the ωB97M-V functional and the def2-TZVPD basis",
  "elements": ["F", "C", "C", "O", "H", "H", "Pt", "Li", "F"],
  "coordinates": [[1.899, 2.619, 0.457], [-1.275, 0.127, 0.311], [-0.392, -0.519, -0.460], [0.940, -0.381, -0.282], [-1.037, 0.834, 1.109], [-0.731, -1.236, -1.217], [1.761, 1.039, -0.043], [1.393, -2.187, -0.222], [-2.557, -0.295, 0.346]],
  "total_charge": 1,
  "homo_lumo_gap_ha": [0.324, 0.293],
  "spin_multiplicity": 3,
  "homo_ev": [-13.8, -14.1],
  "s2": 2.009
}



3.
{
  "formula": "C36H25Br2F4IrN4PS",
  "method": "the ωB97M-V functional and the def2-TZVPD basis",
  "elements": ["Ir", "C", "C", "N", "N", "C", "N", "S", "C", "C", "C", "C", "C", "N", "H", "H", "H", "H", "H", "H", "H", "H", "H", "F", "C", "C", "F", "C", "F", "C", "P", "C", "C", "C", "C", "C", "C", "C", "C", "C", "C", "C", "C", "C", "Br", "C", "F", "H", "H", "H", "H", "H", "H", "H", "H", "H", "H", "Br", "C", "C", "C", "C", "C", "C", "C", "C", "C", "C", "H", "H", "H", "H", "H", "H"],
  "coordinates": [[-0.670, -0.336, 0.385], [-0.916, -3.391, 3.480], [-0.831, -2.111, 2.718], [-0.490, -2.090, 1.473], [-0.213, -3.278, 0.900], [0.014, -3.252, -0.373], [0.263, -4.402, -1.009], [0.004, -1.818, -1.327], [-1.169, -0.829, 3.309], [-1.679, -0.706, 4.589], [-1.938, 0.556, 5.101], [-1.642, 1.658, 4.322], [-1.168, 1.453, 3.037], [-0.965, 0.235, 2.521], [-0.174, -4.089, 3.104], [-1.897, -3.851, 3.324], [-0.761, -3.245, 4.545], [0.261, -5.269, -0.497], [0.449, -4.415, -1.996], [-1.875, -1.586, 5.182], [-2.357, 0.670, 6.091], [-1.778, 2.665, 4.689], [-0.939, 2.298, 2.414], [6.280, 2.208, 2.812], [5.205, 1.926, 2.106], [4.962, 2.572, 0.913], [5.807, 3.483, 0.463], [3.835, 2.250, 0.179], [3.718, 2.837, -1.009], [2.881, 1.332, 0.615], [1.373, 1.073, -0.428], [2.147, 0.392, -1.920], [3.119, -0.593, -1.749], [3.718, -1.177, -2.852], [3.337, -0.799, -4.134], [2.358, 0.165, -4.310], [1.750, 0.752, -3.206], [0.790, 2.778, -0.756], [1.268, 3.615, -1.767], [0.780, 4.909, -1.886], [-0.222, 5.370, -1.044], [-0.750, 4.526, -0.078], [-0.243, 3.244, 0.059], [3.181, 0.661, 1.810], [2.151, -0.771, 2.459], [4.321, 0.952, 2.536], [4.595, 0.294, 3.655], [3.414, -0.903, -0.753], [4.485, -1.927, -2.712], [3.799, -1.265, -4.995], [2.060, 0.464, -5.307], [0.978, 1.494, -3.354], [2.015, 3.274, -2.466], [1.187, 5.559, -2.649], [-0.609, 6.373, -1.160], [-1.561, 4.862, 0.556], [-0.690, 2.566, 0.765], [-1.545, 1.200, -1.799], [-2.580, -0.271, -2.349], [-2.929, -0.468, -3.667], [-3.781, -1.530, -3.982], [-4.282, -2.336, -2.974], [-3.921, -2.120, -1.635], [-4.465, -2.892, -0.578], [-4.159, -2.594, 0.743], [-3.259, -1.577, 1.034], [-2.569, -0.885, 0.012], [-3.010, -1.087, -1.323], [-2.563, 0.198, -4.437], [-4.057, -1.704, -5.012], [-4.962, -3.146, -3.208], [-5.177, -3.672, -0.814], [-4.614, -3.153, 1.550], [-3.097, -1.326, 2.069]],
  "total_charge": 2,
  "homo_lumo_gap_ha": [0.260, 0.180],
  "spin_multiplicity": 2,
  "relative_energy_kj_mol": 111.7,
  "homo_ev": [-13.6, -13.6],
  "s2": 0.776
}